1.
Molecular formula: C5H10N4O2S
Method: DFT, ωB97M-V/def2-TZVPD

Each line ends with the Mulliken charge.
Geometry (Å):
1 C -0.046 1.620 0.178  -0.76
2 C -1.071 1.247 1.124  0.96
3 C 1.018 -0.289 0.978  -0.11
4 C 1.749 -2.534 0.437  -0.89
5 C -0.941 1.159 -2.378  -1.22
6 N -1.065 0.169 1.838  -1.22
7 N -0.070 -0.625 1.577  0.63
8 N -2.066 2.120 1.254  -0.40
9 N 1.965 -1.123 0.612  -0.20
10 O 1.460 0.623 -1.786  -0.70
11 O -0.354 -0.912 -1.070  -0.59
12 S 0.181 0.423 -1.176  1.35
13 H 1.868 -2.653 -0.646  0.35
14 H 2.290 -3.191 1.152  0.30
15 H 0.713 -2.759 0.542  0.31
16 H -1.029 0.384 -3.148  0.32
17 H -1.848 1.463 -1.929  0.37
18 H -0.587 2.047 -2.755  0.42
19 H -0.223 -1.477 2.055  0.26
20 H -1.856 3.045 1.139  0.23
21 H -2.721 1.962 1.964  0.25
22 H 2.635 -0.696 0.038  0.34

## Properties
**E**: -963.99627 a.u.
**E_HOMO**: -8.3343 eV

=====

2.
Molecular formula: C5H10N6O
Method: DFT, ωB97M-V/def2-TZVPD

Each line ends with the Mulliken charge.
Geometry (Å):
1 H -3.572 -0.251 2.195  0.24
2 N -2.576 -0.448 2.003  -0.59
3 C -1.930 0.647 2.062  0.45
4 N -0.527 0.723 1.817  -0.06
5 N -0.171 1.923 1.800  0.02
6 O -1.226 2.748 2.059  -0.15
7 N -2.421 1.911 2.115  -0.19
8 H -3.128 2.280 1.476  0.28
9 C 0.351 -2.695 -3.161  -0.33
10 N 1.518 -2.438 -2.717  -0.66
11 N 1.766 -1.154 -2.299  0.26
12 C 2.762 -0.964 -1.227  -0.51
13 C 1.882 0.178 -0.681  -0.38
14 C 0.752 -0.465 -1.465  -0.73
15 H 0.143 -3.706 -3.513  0.29
16 H -0.425 -1.929 -3.117  0.28
17 H 3.760 -0.727 -1.581  0.26
18 H 2.809 -1.845 -0.563  0.30
19 H 2.155 1.166 -1.088  0.22
20 H 1.784 0.217 0.423  0.23
21 H 0.179 -1.197 -0.865  0.43
22 H 0.073 0.181 -2.020  0.35

## Properties
**E**: -600.08142 a.u.
**SMILES string**: [H]/N=c1/nno[nH]1.C=NN1CCC1
**E_HOMO**: -8.5817 eV

=====

In eV, the HOMO-LUMO gap values for the records above are, in order, 8.18, 8.09.